Below is a structure of composition C3H2LiO4, with properties calculated with wB97M-V/def2-TZVPD.

Each line ends with the Löwdin charge.
Positions of all 10 atoms, in Å:
1 O -3.987941 -1.260826 0.074289  0.25
2 O -2.543206 -0.095263 1.403103  0.16
3 O -3.127266 3.808864 -1.798016  0.25
4 O -1.610246 0.815050 -1.066205  -0.23
5 C -3.042351 -0.818255 0.587535  -0.35
6 C -2.855521 2.685286 -1.847649  -0.12
7 C -2.588782 1.383282 -1.879808  -0.20
8 Li 0.087583 0.869454 -1.962188  0.90
9 H -1.718561 0.938222 0.044940  0.20
10 H -3.149123 0.749791 -2.568260  0.14

Forces on the atoms, in the same order (eV/Å):
O 2.0 -0.9 -1.0
O 1.4 -1.5 -2.1
O 0.3 -0.9 -0.1
O 1.1 0.3 3.9
C -3.5 2.3 3.1
C -0.2 0.7 0.2
C -0.7 0.4 -0.5
Li -0.4 0.0 0.1
H -0.2 -0.5 -4.0
H 0.2 0.1 0.4

multiplicity = 1
energy relative to the best compared isomer or geometry (same formula, charge and spin) = 111.44 kJ/mol
E_LUMO = -4.962 eV
orbital gap = 8.53 eV
charge = +1
HOMO energy = -13.5 eV

=====

Below is a structure of composition C26H34CdClF5N3O4S, with properties calculated with wB97M-V/def2-TZVPD.

Each line ends with the Löwdin charge.
Positions of all 75 atoms, in Å:
1 Cd -1.979733 -0.719546 0.206556  1.24
2 Cl -3.642268 0.641319 1.074619  -0.18
3 S 0.377283 1.613107 0.886597  0.56
4 F -0.468527 4.940271 4.673063  0.08
5 F 1.974259 0.995149 5.675090  0.08
6 F 0.727911 3.294278 6.524193  0.06
7 F 1.896363 0.279473 3.070570  0.06
8 F -0.580641 4.191332 2.041439  0.06
9 O -0.887616 -1.152836 2.515952  -0.10
10 O 2.441581 -1.275928 -0.005344  -0.02
11 O 1.434695 -0.245307 -2.827275  -0.03
12 O -0.626792 -2.809036 -0.030523  -0.13
13 N 3.297801 0.636196 -0.970684  -0.19
14 N -1.268422 -0.344071 4.661958  -0.18
15 N 0.422814 -4.637258 -0.822645  -0.20
16 C 1.276859 1.413047 3.451269  -0.26
17 C 0.581968 2.173119 2.486681  -0.63
18 C 3.734411 1.251864 0.254878  -0.09
19 C -2.038846 -0.492943 -1.731180  -0.52
20 C 0.098226 3.786912 4.261228  -0.16
21 C -0.538173 -5.540423 -0.238362  -0.05
22 C 1.336517 1.785086 4.786270  -0.17
23 C -2.237923 -1.877549 -2.273089  -0.22
24 C -2.137413 0.494601 5.470883  -0.06
25 C -0.182202 1.301721 -3.690607  -0.23
26 C 0.338051 -3.331729 -0.650300  -0.28
27 C 2.894649 -0.665309 -0.979390  -0.35
28 C 0.732908 2.964099 5.206172  -0.16
29 C -2.617343 0.620759 -2.188882  -0.26
30 C 0.305495 2.419084 -2.983577  -0.02
31 C -0.555531 1.380233 -5.039803  -0.03
32 C -1.465751 -0.385454 3.311606  -0.37
33 C 0.327908 -0.017245 -3.281476  -0.21
34 C 0.035356 3.402576 2.934574  -0.25
35 C -4.120614 0.581652 -2.204348  -0.16
36 C -0.642862 -1.466567 5.342810  -0.05
37 C 3.617346 1.323426 -2.199558  -0.08
38 C 1.494668 -5.246544 -1.583781  -0.05
39 C -0.341568 2.597185 -5.689108  -0.10
40 C 0.212958 3.682503 -5.049956  -0.09
41 C 0.535920 3.576663 -3.696113  -0.07
42 H -2.194860 0.346219 2.931919  0.01
43 H -0.903604 0.480886 -5.545014  0.11
44 H -1.546638 0.935587 6.338919  0.11
45 H -4.523391 -0.423248 -2.083346  0.06
46 H 3.150607 0.770257 -3.028006  0.07
47 H -0.861426 -6.270506 -0.999283  0.09
48 H -2.503835 1.313670 4.867111  0.09
49 H -4.559069 1.246061 -1.477547  0.03
50 H 2.942037 -1.128336 -1.963229  0.11
51 H 2.137131 -4.461941 -1.996136  0.09
52 H 2.113053 -5.918922 -0.917238  0.10
53 H -0.087158 -6.131560 0.576401  0.09
54 H 4.712973 1.390778 -2.352139  0.08
55 H 1.083028 -5.888097 -2.380920  0.09
56 H 0.019686 -1.987736 4.649567  0.09
57 H 3.687379 0.497287 1.063663  0.09
58 H -2.968614 -0.064159 5.910791  0.08
59 H 1.177607 -2.727548 -1.067614  0.13
60 H 0.384955 4.637242 -5.561810  0.10
61 H -1.408858 -2.150537 5.746506  0.09
62 H 4.758970 1.624681 0.141993  0.08
63 H -1.424391 -4.994962 0.157458  0.10
64 H -0.420568 -0.886381 -3.622225  0.12
65 H 0.564537 2.282648 -1.955236  0.07
66 H 0.995498 4.371873 -3.152069  0.10
67 H -0.060020 -1.094023 6.191943  0.08
68 H -3.087039 -1.642867 -2.945210  0.06
69 H -4.402569 0.940818 -3.189926  0.05
70 H -2.162975 1.626165 -2.358958  0.09
71 H 3.227209 2.353061 -2.188193  0.09
72 H 3.064848 2.086986 0.520415  0.05
73 H -0.612267 2.671613 -6.704371  0.08
74 H -2.662210 -2.547370 -1.498734  0.05
75 H -1.393774 -2.395524 -2.809894  0.07

Forces on the atoms, in the same order (eV/Å):
Cd 3.0 0.1 3.4
Cl -1.3 0.4 0.9
S -0.2 0.0 -0.7
F 0.1 -0.1 0.0
F -0.1 0.1 0.1
F 0.0 0.0 -0.4
F -0.2 0.3 0.4
F 0.0 0.1 0.4
O -1.2 0.7 1.0
O 1.1 0.4 -0.9
O -2.1 0.3 -1.0
O 1.7 -1.0 -0.9
N 0.5 -0.5 0.0
N -0.4 -0.5 -0.5
N 0.2 -1.3 -0.4
C -0.1 0.3 -0.2
C 0.0 0.1 0.3
C -0.5 0.1 0.8
C 4.3 0.3 -3.2
C 0.2 -0.3 0.3
C -0.7 -0.4 0.3
C -0.1 0.1 -0.3
C -3.2 0.3 -0.1
C 1.1 0.4 1.0
C 1.7 0.3 -0.3
C -1.7 2.5 1.2
C -0.4 -0.1 1.2
C -0.2 0.1 -0.2
C -1.7 -0.3 0.7
C -0.3 -0.6 -1.5
C 0.4 0.5 1.0
C 0.8 -0.5 -0.5
C -2.2 -2.6 -0.4
C 0.3 -0.6 0.1
C 0.0 0.2 -2.7
C 0.1 0.2 0.1
C 0.4 -0.2 -0.3
C 0.5 -0.6 0.7
C -0.5 -0.5 0.3
C 0.2 0.5 0.5
C -0.4 0.0 0.4
H 0.2 0.1 0.3
H 0.1 0.2 -0.1
H -0.6 -0.5 -1.1
H 0.0 0.0 0.2
H 0.4 0.5 0.3
H 0.0 0.3 0.2
H -0.2 0.1 -0.1
H 0.2 0.1 0.4
H 0.4 -0.1 0.1
H -0.1 -0.2 0.0
H -0.5 0.7 -0.6
H 0.0 0.3 -0.1
H -0.3 0.0 0.1
H 0.1 0.4 0.1
H -0.2 0.1 0.1
H 0.0 0.5 -0.4
H -0.1 -0.1 -0.1
H -0.6 -0.3 0.3
H 0.0 -0.5 0.1
H 0.2 0.1 -0.2
H 0.0 -0.1 0.0
H 0.8 -0.3 -0.4
H 1.8 1.4 0.5
H 0.3 0.1 0.6
H 0.1 0.7 0.0
H 0.0 0.0 -0.2
H 0.3 -1.3 -0.7
H -0.9 0.2 -0.4
H -0.3 -0.6 1.3
H 0.0 -0.3 0.1
H 0.3 -0.3 0.0
H -0.2 0.1 -1.2
H 0.4 -0.3 -0.5
H -0.6 0.8 0.8

multiplicity = 1
E_LUMO (spin up / spin down) = 2.402 / 2.402 eV
orbital gap (spin up / spin down) = 5.79 / 5.79 eV
charge = -1
HOMO energy (spin up / spin down) = -3.4 / -3.4 eV

=====

Below is a cluster of 3 separate species, C2H9NO2 in total, with properties calculated with wB97M-V/def2-TZVPD.

Each line ends with the Löwdin spin population.
Positions of all 14 atoms, in Å:
1 O -1.905352 -0.774242 0.427507  0.00
2 O -0.564252 -1.374315 -1.867876  0.00
3 N 1.170276 0.008534 -0.484792  0.31
4 C 1.208017 1.456055 1.390749  0.51
5 C 0.935285 1.181207 0.052055  0.12
6 H -1.235795 -1.754208 -2.456393  0.00
7 H -1.848171 -0.067264 1.081716  0.00
8 H 1.357658 -0.772262 0.137928  0.00
9 H -1.769416 -1.573782 0.953476  0.00
10 H 0.775621 -0.305390 -1.386403  0.00
11 H 0.226874 1.788309 -0.492549  0.00
12 H -1.127269 -0.996496 -1.155412  0.00
13 H 1.124747 2.469344 1.756411  0.02
14 H 1.651779 0.714511 2.043583  0.02

Forces on the atoms, in the same order (eV/Å):
O 0.3 0.1 0.5
O -0.9 0.2 0.2
N -0.3 -0.3 0.5
C 0.7 0.3 0.0
C -1.3 -1.0 0.1
H 0.6 0.0 -0.2
H -0.3 0.1 -0.1
H 0.8 0.1 -0.1
H -0.2 -0.1 -0.2
H 0.0 0.2 -0.1
H 0.7 0.8 -0.5
H 0.2 -0.3 -0.1
H -0.3 0.0 0.1
H 0.0 0.0 0.0

multiplicity = 2
energy relative to the best compared isomer or geometry (same formula, charge and spin) = 0.00 kJ/mol
E_LUMO (spin up / spin down) = -4.040 / -7.394 eV
orbital gap (spin up / spin down) = 11.47 / 8.25 eV
charge = +1
HOMO energy (spin up / spin down) = -15.5 / -15.6 eV

=====

Below is a structure of composition C3H6Cl6F24O4P5V2, with properties calculated with wB97M-V/def2-TZVPD.

Each line ends with the Löwdin spin population.
Positions of all 50 atoms, in Å:
1 V -7.468810 -7.114120 -15.142590  2.81
2 V -2.187750 -8.828530 -14.813110  2.85
3 Cl -8.493130 -8.293600 -12.315720  0.01
4 Cl -2.794020 -4.449260 -9.104480  0.00
5 Cl -5.571020 -10.655260 -9.856520  0.00
6 Cl -5.246570 -7.754340 -9.586880  0.00
7 Cl -1.407610 -5.704790 -11.437790  0.00
8 Cl -9.968090 -6.346600 -10.866760  0.00
9 P -1.127980 -9.072910 -17.108460  0.01
10 P -6.864790 -8.958020 -17.609690  0.00
11 P -0.247180 -9.654230 -12.536210  0.00
12 P -4.655780 -7.403560 -13.978420  0.01
13 P -8.416500 -4.518720 -14.272960  0.00
14 F -9.134740 -4.173570 -12.839230  0.00
15 F -1.196480 -9.353930 -11.260240  0.00
16 F -7.204570 -7.385190 -17.386690  0.02
17 F -4.417980 -8.603880 -15.030590  0.03
18 F -9.312110 -5.860670 -14.591730  0.02
19 F -5.306560 -8.600460 -17.441740  0.00
20 F -7.240730 -3.396260 -14.138380  0.00
21 F -5.044610 -6.191430 -12.974540  0.00
22 F -5.336100 -6.541080 -15.238340  0.02
23 F -7.448620 -5.573920 -13.554140  0.02
24 F 0.951940 -8.866930 -11.824820  0.00
25 F -3.125330 -6.882750 -14.371740  0.03
26 F -7.653710 -4.996760 -15.651220  0.02
27 F -1.481620 -10.274370 -13.395020  0.04
28 F -3.959740 -8.249430 -12.799100  0.02
29 F -9.412400 -3.588190 -15.140990  0.00
30 F 0.823810 -10.006260 -13.757990  0.00
31 F -6.146160 -7.923650 -13.697410  0.04
32 F -0.734160 -8.264670 -13.272640  0.03
33 F -7.054550 -9.021600 -15.986920  0.03
34 F 0.100240 -11.159750 -12.073440  0.00
35 F -6.400990 -10.534950 -17.571970  0.00
36 F -6.728970 -8.926030 -19.197550  0.00
37 F -8.397830 -9.425360 -17.725210  0.00
38 O -2.643540 -9.277200 -16.841810  0.05
39 O -0.558760 -8.181800 -15.988040  0.01
40 O -0.130000 -10.166920 -17.578430  0.37
41 O -0.962030 -10.066510 -15.933060  0.53
42 C -2.793250 -4.696830 -10.839860  0.00
43 C -8.457350 -7.242380 -10.871150  0.00
44 C -4.388200 -9.341740 -9.666930  0.00
45 H -7.600880 -6.568550 -10.893910  0.00
46 H -3.737480 -9.341350 -10.541380  0.00
47 H -2.757330 -3.697050 -11.272580  0.00
48 H -3.689210 -5.220270 -11.173590  0.00
49 H -3.852450 -9.490890 -8.729470  0.00
50 H -8.372290 -7.966600 -10.060980  0.00

Forces on the atoms, in the same order (eV/Å):
V 0.1 0.5 -2.0
V 2.3 0.1 -2.7
Cl 0.0 -0.2 0.0
Cl 0.0 -0.2 0.4
Cl 0.1 0.1 0.1
Cl 0.4 -0.4 0.0
Cl -0.7 0.7 0.4
Cl -0.1 0.2 0.6
P 0.6 -4.1 5.3
P 3.3 -4.0 -1.7
P 2.5 -1.1 -2.2
P 2.0 0.9 -0.3
P 0.2 2.5 0.0
F 0.7 -0.3 -2.1
F 0.0 -0.3 -0.3
F -1.2 1.3 -0.3
F -1.0 0.1 1.0
F -1.9 -0.3 0.3
F -1.0 0.5 0.0
F -1.7 -0.4 0.3
F 1.5 -0.2 -0.5
F 0.3 0.0 0.3
F 0.9 -0.6 1.7
F -0.3 -0.3 0.6
F -1.7 0.7 0.5
F 0.5 0.1 -1.2
F -0.8 -1.3 1.1
F -1.0 0.0 0.0
F 0.7 -0.6 1.1
F -1.2 1.1 0.5
F -0.2 -1.6 0.9
F 0.3 0.7 0.7
F -0.3 -0.4 2.3
F -0.3 0.5 1.7
F -0.9 0.7 0.1
F -0.6 0.9 0.2
F -0.2 0.9 0.0
O -2.7 3.2 -3.7
O 0.4 8.1 -1.9
O 0.9 1.5 -5.4
O 0.2 -8.7 5.7
C 0.4 -0.3 -1.1
C 0.0 -0.6 -0.4
C -0.3 0.2 -0.1
H -0.2 -0.1 -0.2
H -0.1 0.1 0.2
H 0.2 -0.3 -0.2
H 0.1 0.1 0.3
H -0.1 0.1 -0.3
H -0.2 0.5 0.2

multiplicity = 8
E_LUMO (spin up / spin down) = 3.484 / 3.472 eV
orbital gap (spin up / spin down) = 4.97 / 4.57 eV
charge = -2
HOMO energy (spin up / spin down) = -1.5 / -1.1 eV

=====

Computed values of E_tot (unit: eV) for the preceding records, in sequence: -11530.4183; -81679.9356; -7796.7239; -249595.1017.